# 1
{"formula": "C5H6F2O", "method": "ωB97M-V with the def2-TZVPD basis set", "elements": ["C", "C", "C", "C", "C", "H", "H", "H", "H", "H", "H", "O", "F", "F"], "coordinates": [[0.32327, 0.05071, 1.35811], [-0.29364, -0.55906, 0.11776], [-0.72993, -1.90590, 0.01013], [-0.65322, 0.34533, -1.05793], [-0.12104, 1.50236, -1.41479], [2.05059, 1.07189, 1.44111], [-0.07848, 1.10667, 1.35049], [0.18991, -0.60633, 2.33527], [-0.98379, -2.39982, -0.89190], [-1.34324, -0.02926, -1.91311], [0.72773, 2.05787, -0.89036], [1.86172, -0.16363, 0.97599], [-0.79984, -2.60405, 1.13498], [-0.15005, 2.13321, -2.55574]], "max_force_ev_per_a": 8.50, "orbital_gap_ev": 8.77, "lumo_energy_ev": 0.12, "mol_weight_g_mol": 120.098, "total_charge": 0, "relative_energy_kj_mol": 448.66}

***

# 2
{"formula": "C10H21BiN5OS", "method": "ωB97M-V with the def2-TZVPD basis set", "elements": ["Bi", "C", "C", "N", "C", "C", "S", "C", "C", "N", "H", "H", "H", "H", "H", "H", "H", "H", "H", "H", "H", "H", "H", "H", "C", "N", "C", "C", "O", "N", "C", "N", "H", "H", "H", "H", "H", "H", "H"], "coordinates": [[-0.07933, -0.38193, -1.19400], [3.00907, -1.47239, -1.10281], [3.01982, -0.87126, -2.43091], [2.01596, 0.22856, -2.51619], [2.51128, 1.60347, -2.17226], [2.75194, 1.72093, -0.68232], [1.29109, 1.26939, 0.37593], [2.07822, 0.02468, 1.44483], [1.75941, -1.42366, 1.10982], [1.64989, -1.62791, -0.38347], [3.42159, -2.49599, -1.12946], [3.70573, -0.92970, -0.41944], [4.09441, -0.56951, -2.70330], [2.73724, -1.63735, -3.07314], [1.72620, 0.30122, -3.51113], [3.46949, 1.79766, -2.60700], [1.77676, 2.29774, -2.57717], [3.57884, 1.07456, -0.37099], [3.06879, 2.70237, -0.35982], [3.15038, 0.17941, 1.45716], [1.63248, 0.12387, 2.42665], [2.55090, -2.05299, 1.44160], [0.86698, -1.77530, 1.55956], [1.41069, -2.60634, -0.43824], [-5.34049, 0.39993, 2.08305], [-4.05887, 0.14883, 1.46823], [-3.34541, -1.11949, 1.38784], [-2.14779, -0.67348, 0.65589], [-1.17127, -1.42959, 0.45402], [-2.18177, 0.55320, 0.21096], [-3.42125, 1.01609, 0.68763], [-3.78783, 2.27245, 0.34037], [-5.46717, -0.36276, 2.77398], [-6.07328, 0.42450, 1.34217], [-5.33241, 1.36160, 2.62570], [-3.90824, -1.94346, 1.00327], [-3.13849, -1.56454, 2.41590], [-3.15901, 2.80141, -0.22298], [-4.66458, 2.63578, 0.63007]], "max_force_ev_per_a": 3.69, "orbital_gap_ev": 8.13, "lumo_energy_ev": -11.12, "mol_weight_g_mol": 468.359, "total_charge": 3, "relative_energy_kj_mol": 0.00}

***

# 3
{"formula": "C7H99N4O44", "method": "ωB97M-V with the def2-TZVPD basis set", "elements": ["C", "C", "O", "C", "N", "C", "N", "C", "C", "C", "O", "N", "N", "H", "H", "H", "H", "H", "H", "H", "H", "H", "H", "H", "H", "H", "H", "H", "O", "H", "H", "O", "H", "H", "O", "H", "H", "O", "H", "H", "O", "H", "H", "O", "H", "H", "O", "H", "H", "O", "H", "H", "O", "H", "H", "O", "H", "H", "O", "H", "H", "O", "H", "H", "O", "H", "H", "O", "H", "H", "O", "H", "H", "O", "H", "H", "O", "H", "H", "O", "H", "H", "O", "H", "H", "O", "H", "H", "O", "H", "H", "O", "H", "H", "O", "H", "H", "O", "H", "H", "O", "H", "H", "O", "H", "H", "O", "H", "H", "O", "H", "H", "O", "H", "H", "O", "H", "H", "O", "H", "H", "O", "H", "H", "O", "H", "H", "O", "H", "H", "O", "H", "H", "O", "H", "H", "O", "H", "H", "O", "H", "H", "O", "H", "H", "O", "H", "H", "O", "H", "H", "O", "H", "H"], "coordinates": [[4.43160, 0.62952, -0.70364], [3.32595, -0.39908, -0.58145], [2.05026, 0.10058, -1.13530], [1.22950, -0.87445, -1.40003], [0.43449, -1.48366, -0.50805], [-0.20027, -2.44494, -1.20555], [-1.06819, -3.30266, -0.70019], [-1.69468, -4.35883, -1.50414], [-2.53917, -3.78280, -2.65277], [-3.12936, -2.42817, -2.31264], [-1.84322, -3.79180, -3.91571], [0.15672, -2.43063, -2.50888], [1.04720, -1.41441, -2.59189], [4.66646, 1.07018, 0.26206], [5.34147, 0.14630, -1.04820], [4.16657, 1.45566, -1.36136], [3.60793, -1.26117, -1.19212], [3.19796, -0.76579, 0.43337], [-1.25855, -3.23954, 0.29083], [-0.93219, -5.07566, -1.82725], [-2.35471, -4.93120, -0.85690], [-3.39685, -4.44828, -2.78771], [-2.47856, -1.59300, -2.54171], [-3.51729, -2.40925, -1.29578], [-4.00094, -2.30247, -2.95602], [-1.51680, -4.69527, -4.03864], [-0.13146, -3.01973, -3.29588], [1.53091, -1.06951, -3.41620], [3.38292, 0.87938, 2.26459], [2.50788, 1.19961, 2.01935], [3.32416, 0.75915, 3.21777], [-1.81693, 0.33822, -1.03415], [-2.36865, 0.53680, -0.26200], [-1.08948, -0.18244, -0.67110], [1.95869, 3.05260, 0.34272], [1.88948, 3.71368, -0.35609], [2.16524, 2.22278, -0.09680], [2.59370, 5.92244, -0.98207], [3.27648, 6.59360, -1.12951], [2.05045, 6.31264, -0.28982], [1.65854, -2.49664, -5.98558], [0.96118, -1.91869, -6.33050], [1.47720, -2.52569, -5.04567], [5.12223, 7.78608, -0.35864], [5.84118, 7.57144, -0.96302], [5.49991, 7.63590, 0.54831], [-1.82156, -2.61817, 2.29186], [-1.14396, -1.95039, 2.13047], [-2.36338, -2.22899, 2.99760], [0.49122, -3.17500, -8.73293], [-0.11531, -3.89770, -8.52037], [1.07468, -3.12714, -7.97137], [-2.17842, -4.65989, -8.64623], [-2.57220, -4.34908, -9.47490], [-2.93254, -4.80890, -8.06914], [-4.54553, -1.88270, 0.88360], [-5.09537, -1.68537, 1.65262], [-3.80985, -2.37804, 1.25333], [5.73017, 5.95000, -2.70124], [4.77922, 5.80794, -2.61209], [5.94256, 5.53418, -3.54417], [-3.74618, -0.21808, 2.84999], [-3.38325, 0.22417, 3.62192], [-3.98733, 0.50481, 2.25330], [2.48419, 2.19881, 4.63605], [1.74286, 2.74504, 4.34699], [3.20681, 2.83422, 4.76895], [0.35235, -5.38198, 1.34915], [0.70540, -4.80561, 2.03626], [0.09527, -4.78737, 0.63789], [-3.95895, -3.73229, -10.84582], [-4.83345, -3.53082, -10.49770], [-3.90145, -3.22776, -11.66317], [2.96794, 5.12294, -4.00310], [2.62464, 5.43462, -4.84851], [2.18303, 4.94856, -3.47158], [4.33209, 0.51819, 6.12384], [3.61539, 1.01799, 5.71246], [4.16376, 0.57712, 7.06939], [-0.02545, 0.17162, 5.54518], [-0.37277, 0.61751, 6.32962], [0.93314, 0.16646, 5.67718], [0.45331, -0.19617, -5.27532], [1.13593, 0.45590, -5.48312], [-0.07687, 0.24235, -4.60020], [-0.55163, -1.96422, 7.53584], [-1.45607, -1.74187, 7.78029], [-0.37732, -1.44842, 6.73943], [-2.77869, -3.90775, 4.47440], [-2.07537, -4.12252, 3.85280], [-2.38913, -4.09475, 5.33505], [4.70799, 3.65855, 6.07834], [4.17547, 4.05746, 6.78011], [5.51215, 3.36830, 6.52309], [-1.74394, -7.47416, 2.57483], [-1.01920, -6.85618, 2.42461], [-2.29018, -7.03913, 3.24109], [7.79385, 3.55994, -1.98696], [7.08978, 4.17561, -2.22422], [8.52377, 4.12807, -1.72347], [4.61046, 8.55957, -4.25322], [5.32315, 8.35538, -4.86593], [4.99574, 8.40422, -3.38412], [5.45439, 6.62137, 4.74527], [5.20834, 6.44950, 3.82942], [5.24580, 5.79940, 5.20084], [1.47430, 3.90386, 6.90904], [1.36519, 4.44937, 6.12318], [1.71077, 3.03168, 6.57073], [-4.21969, 1.49617, -2.35233], [-4.77757, 1.70964, -1.59727], [-3.50434, 0.96258, -1.98412], [-3.32064, 2.49074, 1.38713], [-3.98536, 3.17020, 1.24021], [-2.55882, 2.96517, 1.75014], [-5.90433, 0.80137, 1.21931], [-6.86264, 0.70257, 1.27183], [-5.69384, 0.51029, 0.32728], [-1.24026, -6.37400, 5.26871], [-0.51606, -6.63936, 4.69289], [-0.89389, -6.53466, 6.15222], [6.02652, 7.54241, 1.95129], [5.72558, 8.10773, 2.67426], [6.98399, 7.66051, 1.94787], [1.44207, 2.35103, -4.22894], [2.12528, 3.00995, -4.41639], [0.89821, 2.75987, -3.54682], [-0.92190, 0.44618, 3.37846], [-0.20548, 0.30181, 2.75231], [-0.56972, 0.09116, 4.26807], [-3.63396, 4.51110, -3.42777], [-3.77586, 4.75651, -4.34685], [-4.00604, 3.62306, -3.35406], [-4.52800, -2.55542, -5.79045], [-5.12863, -2.35428, -5.06549], [-3.79085, -3.00707, -5.36250], [-7.38982, -1.96983, 2.75455], [-8.01525, -2.70131, 2.74882], [-6.88295, -2.09793, 3.56355], [-0.01655, -8.93070, 5.23987], [-0.97475, -9.00655, 5.29790], [0.20395, -9.36472, 4.40939], [-8.54695, 0.88378, -0.15359], [-8.84044, 1.34680, -0.94443], [-9.36224, 0.66594, 0.31029], [-1.86606, 4.47115, 3.13625], [-2.48526, 5.16188, 2.87566], [-2.10696, 4.26742, 4.04590], [0.76199, -4.52019, 6.62269], [1.49432, -3.90884, 6.50309], [0.20494, -4.08025, 7.27702], [0.20553, -5.08673, -5.60662], [0.78610, -4.32131, -5.73744], [-0.55196, -4.89896, -6.17508]], "max_force_ev_per_a": 2.87, "orbital_gap_ev": 9.67, "lumo_energy_ev": -2.44, "mol_weight_g_mol": 943.853, "total_charge": 1}

***

# 4
{"formula": "C7H18BrN2", "method": "ωB97M-V with the def2-TZVPD basis set", "elements": ["C", "N", "Br", "C", "N", "C", "C", "C", "C", "C", "H", "H", "H", "H", "H", "H", "H", "H", "H", "H", "H", "H", "H", "H", "H", "H", "H", "H"], "coordinates": [[-3.03048, 2.12216, 0.14059], [-2.30810, 0.87176, 0.28375], [-2.82611, 0.03944, 2.06322], [-0.74607, 1.01323, 0.19860], [-0.26543, -0.34312, 0.13816], [-0.91041, -1.08911, -1.03338], [1.25986, -0.52846, 0.00772], [1.54024, -1.91201, 0.31378], [1.91025, -0.18719, -1.34941], [2.06386, 0.32722, 1.02408], [-4.16160, 1.80333, 0.39441], [-2.76043, 2.80029, 0.90171], [-3.02414, 2.43338, -0.94238], [-0.39339, 1.42915, 1.19827], [-0.50555, 1.44117, -0.77001], [-0.54948, -0.76766, 1.03574], [-1.96903, -0.74866, -1.18454], [-0.39796, -1.06051, -1.96517], [-0.85420, -2.18297, -0.85806], [2.38899, -2.46787, 0.00841], [1.53430, -1.94751, 1.38769], [0.78486, -2.54008, -0.02450], [1.26900, 0.65269, -1.63029], [2.29015, -1.02570, -1.94073], [2.82814, 0.34465, -1.03173], [2.13662, 1.34583, 0.65169], [1.62575, 0.25734, 2.05333], [3.07035, -0.08079, 0.92906]], "max_force_ev_per_a": 3.90, "orbital_gap_ev": 9.33, "smiles": "CN(Br)C[N@@H+](C)C(C)(C)C", "lumo_energy_ev": -4.01, "mol_weight_g_mol": 210.139, "total_charge": 1, "relative_energy_kj_mol": 230.94}

***

# 5
{"formula": "C9H11BrN2O", "method": "ωB97M-V with the def2-TZVPD basis set", "elements": ["C", "O", "C", "C", "N", "C", "C", "C", "Br", "C", "C", "C", "N", "H", "H", "H", "H", "H", "H", "H", "H", "H", "H", "H"], "coordinates": [[-0.96239, 2.70487, 1.54472], [-1.19428, 1.33322, 1.71233], [-0.31602, 0.46779, 1.18836], [1.04987, 0.68230, 1.03303], [1.86373, 0.22224, 0.06978], [1.61700, -0.52930, -0.93216], [2.38293, -0.38817, -2.22963], [0.64733, -1.61165, -0.89723], [-0.17213, -2.19453, -2.52210], [-0.85266, -0.75844, 0.48760], [-2.25169, -0.69524, -0.12463], [-0.67299, -1.94084, 1.30354], [-0.47980, -2.90333, 1.90829], [-1.98112, 3.19987, 1.86275], [-0.61750, 2.96543, 0.47896], [-0.33107, 3.22669, 2.30617], [1.56181, 1.47740, 1.54338], [3.41339, -0.29278, -1.96732], [2.13848, 0.60777, -2.67937], [2.15380, -1.27468, -2.90761], [0.67217, -2.27992, -0.10317], [-2.52991, -1.63506, -0.54528], [-2.18876, -0.12202, -1.01341], [-2.95021, -0.26163, 0.48300]], "max_force_ev_per_a": 3.51, "orbital_gap_ev": 8.21, "smiles": "COC(/C=N\\C(C)=C\\Br)=C(\\C)C#N", "lumo_energy_ev": -0.28, "mol_weight_g_mol": 243.104, "total_charge": 0, "relative_energy_kj_mol": 380.46}

***

# 6
{"formula": "C4H12", "method": "ωB97M-V with the def2-TZVPD basis set", "elements": ["C", "C", "H", "H", "H", "H", "H", "H", "C", "C", "H", "H", "H", "H", "H", "H"], "coordinates": [[0.47517, 1.08025, -1.14391], [0.47500, 2.01307, -2.38588], [0.66477, 0.07435, -1.53536], [1.25758, 1.40274, -0.45086], [-0.45419, 1.02053, -0.58294], [-0.07349, 1.49744, -3.17971], [1.48921, 2.22109, -2.72519], [-0.01950, 2.96627, -2.18560], [-0.96391, -0.99343, 1.73324], [0.10570, -2.09791, 1.79080], [-1.50723, -0.82477, 2.66810], [-0.70710, 0.01060, 1.40959], [-1.80416, -1.34268, 1.12002], [0.08652, -2.57603, 2.76862], [1.11118, -1.67517, 1.72639], [-0.13557, -2.77636, 0.97268]], "max_force_ev_per_a": 1.44, "orbital_gap_ev": [2.68, 12.18], "lumo_energy_ev": [4.27, 4.36], "spin_multiplicity": 2, "mol_weight_g_mol": 60.140, "total_charge": -1, "relative_energy_kj_mol": 41.52}